# 1
{"formula": "C4H12", "method": "wB97M-V/def2-TZVPD", "species": ["C", "C", "H", "H", "H", "H", "H", "H", "C", "C", "H", "H", "H", "H", "H", "H"], "coordinates": [[-0.3205, 2.7972, -0.3702], [-1.3794, 1.6849, -0.1624], [0.2298, 2.6150, -1.2877], [-0.8280, 3.7608, -0.3834], [0.3908, 2.7617, 0.4552], [-2.0856, 1.7190, -0.9878], [-1.8643, 1.8655, 0.8012], [-0.8690, 0.7349, -0.0315], [1.5319, -2.3034, -0.0213], [0.1058, -2.1687, 0.4984], [1.7144, -3.1990, -0.6190], [1.9009, -1.4497, -0.5960], [2.2377, -2.3754, 0.8105], [0.0089, -2.7256, 1.4288], [-0.1664, -1.1347, 0.6797], [-0.6071, -2.5825, -0.2144]], "atomic_forces_ev_per_a": [[-0.53, -0.77, 0.37], [0.87, 0.90, 0.56], [0.04, 0.25, -0.19], [0.29, 0.12, -0.14], [0.04, 0.23, -0.02], [-0.15, -0.44, 0.14], [-0.36, 0.02, -0.26], [-0.22, -0.25, -0.49], [0.85, 0.08, 0.22], [0.14, -0.33, -0.28], [-0.27, 0.03, -0.01], [-0.37, -0.02, -0.15], [-0.06, 0.01, 0.07], [-0.18, 0.02, 0.03], [0.01, 0.08, 0.13], [-0.09, 0.08, 0.02]], "smiles": "CC.CC", "energy_ev": -4342.352, "e_above_lowest_kcal_mol": 4.06, "e_homo_ha": -0.4333, "orbital_gap_ev": 12.88, "molar_mass_g_mol": 60.14, "e_lumo_ev": 1.1}

***

# 2
{"formula": "C4H12", "method": "wB97M-V/def2-TZVPD", "species": ["C", "C", "H", "H", "H", "H", "H", "H", "C", "C", "H", "H", "H", "H", "H", "H"], "coordinates": [[-1.9836, 0.4984, -1.7781], [-1.1567, -0.7815, -1.7484], [-2.8912, 0.4529, -1.1888], [-1.4073, 1.3534, -1.3959], [-2.2902, 0.7801, -2.7816], [-1.6878, -1.6481, -1.3514], [-0.2324, -0.6767, -1.1738], [-0.8280, -1.0521, -2.7512], [0.8932, -0.0155, 2.1152], [2.2318, 0.2896, 1.4477], [0.7667, -1.0920, 2.2422], [0.7858, 0.5073, 3.0748], [0.0407, 0.3146, 1.5227], [2.2199, 1.2072, 0.8609], [3.0419, 0.3518, 2.1770], [2.4970, -0.4894, 0.7286]], "atomic_forces_ev_per_a": [[0.25, 0.64, 0.15], [0.37, -0.29, -0.18], [-0.13, -0.16, 0.22], [-0.13, -0.22, -0.07], [-0.02, -0.12, -0.17], [-0.09, 0.13, 0.01], [-0.19, 0.06, 0.13], [-0.04, -0.04, -0.08], [-0.18, 0.21, 0.06], [0.07, -0.15, -0.30], [0.03, 0.09, 0.32], [0.12, -0.32, -0.12], [0.05, 0.02, -0.24], [-0.05, 0.20, 0.22], [-0.05, 0.00, -0.07], [-0.01, -0.06, 0.11]], "smiles": "CC.CC", "energy_ev": -4342.356, "e_above_lowest_kcal_mol": 3.97, "e_homo_ha": -0.4334, "orbital_gap_ev": 12.90, "molar_mass_g_mol": 60.14, "e_lumo_ev": 1.1}

***

# 3
{"formula": "C4H12", "method": "wB97M-V/def2-TZVPD", "species": ["C", "C", "H", "H", "H", "H", "H", "H", "C", "C", "H", "H", "H", "H", "H", "H"], "coordinates": [[-0.3658, 0.7034, 2.2493], [-0.2084, -0.8175, 2.2305], [-0.0310, 1.1435, 3.1885], [0.0576, 1.1881, 1.3683], [-1.4361, 0.9741, 2.2233], [-1.0814, -1.2948, 1.7875], [-0.0735, -1.2209, 3.2293], [0.6659, -1.1675, 1.6757], [0.8159, -0.3919, -2.6127], [-0.1857, 0.4952, -1.8766], [1.0384, -1.2783, -2.0304], [0.4282, -0.6986, -3.5851], [1.7449, 0.1272, -2.8232], [0.0006, 1.5551, -2.0486], [-0.1514, 0.3465, -0.7946], [-1.2183, 0.3366, -2.1809]], "atomic_forces_ev_per_a": [[-1.05, 0.11, 0.03], [0.19, -0.15, -0.11], [0.50, 0.08, -0.26], [0.28, 0.04, 0.29], [0.28, -0.20, -0.04], [0.03, -0.07, -0.01], [-0.20, -0.02, 0.20], [-0.03, 0.23, -0.09], [-0.31, 0.11, -0.23], [-0.08, 0.37, 0.24], [0.08, -0.23, -0.04], [-0.02, -0.10, 0.05], [0.20, 0.07, 0.18], [0.10, 0.04, -0.05], [0.07, -0.02, -0.09], [-0.03, -0.25, -0.06]], "smiles": "CC.CC", "energy_ev": -4342.326, "e_above_lowest_kcal_mol": 4.65, "e_homo_ha": -0.4305, "orbital_gap_ev": 12.85, "molar_mass_g_mol": 60.14, "e_lumo_ev": 1.1}

***

# 4
{"formula": "C4H12", "method": "wB97M-V/def2-TZVPD", "species": ["C", "C", "H", "H", "H", "H", "H", "H", "C", "C", "H", "H", "H", "H", "H", "H"], "coordinates": [[1.9429, -1.7229, 0.7021], [1.2394, -0.6502, 1.3833], [2.1913, -2.6801, 1.2065], [1.2703, -1.9568, -0.1600], [2.8235, -1.6156, 0.1758], [0.3406, -0.9528, 1.9736], [1.9879, -0.1197, 2.0127], [0.7319, 0.0755, 0.7247], [-1.6185, 1.8618, -0.6669], [-1.5514, 0.5380, -1.3682], [-2.4502, 2.3955, -0.8308], [-1.4318, 1.7153, 0.3290], [-0.7617, 2.5039, -0.8982], [-2.4128, -0.0322, -1.0222], [-1.6120, 0.6827, -2.4509], [-0.7514, -0.1759, -1.3619]], "atomic_forces_ev_per_a": [[-2.12, -3.44, -2.04], [-0.48, 2.23, 2.01], [-0.86, 0.60, 0.41], [0.33, -0.72, 0.51], [2.21, 1.67, -0.77], [1.07, -0.31, 0.02], [-1.00, 0.10, 0.05], [0.84, -0.12, -0.20], [4.70, -1.06, -0.87], [-1.48, -0.40, -1.51], [-3.23, 1.62, -0.63], [-0.21, -0.35, 2.90], [-0.08, 0.07, -0.55], [-0.21, -0.22, -0.38], [-0.62, 0.07, -0.05], [1.14, 0.25, 1.10]], "smiles": "CC.CC", "energy_ev": -4341.325, "e_above_lowest_kcal_mol": 27.75, "e_homo_ha": -0.4143, "orbital_gap_ev": 12.39, "molar_mass_g_mol": 60.14, "e_lumo_ev": 1.1}

***

# 5
{"formula": "C4H12", "method": "wB97M-V/def2-TZVPD", "species": ["C", "C", "H", "H", "H", "H", "H", "H", "C", "C", "H", "H", "H", "H", "H", "H"], "coordinates": [[-1.4334, 1.1286, -0.8147], [-0.3229, 1.9906, -1.3952], [-2.3070, 0.7853, -1.4140], [-0.8621, 0.2569, -0.4311], [-2.1436, 1.5404, -0.0701], [0.1955, 2.5093, -0.5883], [0.3714, 1.3153, -1.9076], [-0.5107, 2.6203, -2.2524], [1.5836, -1.3697, 1.4429], [0.2347, -1.7272, 0.7667], [2.2530, -2.2445, 1.4980], [1.9126, -0.4143, 0.9112], [1.3501, -1.0022, 2.4342], [-0.4967, -1.8571, 1.5738], [0.0060, -2.6646, 0.2473], [-0.1479, -1.0629, 0.0073]], "atomic_forces_ev_per_a": [[-1.32, -0.78, 0.31], [0.15, -0.50, -0.72], [1.33, -0.18, -0.94], [-1.38, 0.71, 0.08], [1.38, 0.44, 0.54], [0.07, 0.13, -0.29], [0.30, -0.18, 0.58], [-0.81, 0.85, 0.26], [-0.79, 1.00, -1.51], [-1.17, -1.15, 0.71], [0.12, 0.88, -0.22], [0.58, -1.68, 0.54], [0.13, -0.26, 0.36], [-0.28, 0.66, -0.20], [1.40, -0.49, 0.06], [0.29, 0.53, 0.45]], "smiles": "CC.CC", "energy_ev": -4341.189, "e_above_lowest_kcal_mol": 30.87, "e_homo_ha": -0.4097, "orbital_gap_ev": 12.26, "molar_mass_g_mol": 60.14, "e_lumo_ev": 1.1}

***

# 6
{"formula": "C4H12", "method": "wB97M-V/def2-TZVPD", "species": ["C", "C", "H", "H", "H", "H", "H", "H", "C", "C", "H", "H", "H", "H", "H", "H"], "coordinates": [[0.6292, 0.6588, -1.6697], [-0.3963, 1.4431, -2.5772], [0.9833, -0.2583, -2.1105], [1.4514, 1.3600, -1.6978], [0.3284, 0.5290, -0.6043], [-1.4322, 1.1940, -2.3651], [-0.2885, 2.4994, -2.5410], [0.0229, 1.1563, -3.5279], [-0.2087, -1.0658, 2.9172], [-0.0780, -1.1439, 1.4206], [-0.7764, -0.1295, 3.0322], [-0.9022, -1.8596, 3.2345], [0.6559, -0.8411, 3.5081], [0.6625, -1.9268, 1.1566], [-0.9669, -1.3767, 0.8589], [0.3157, -0.2388, 0.9654]], "atomic_forces_ev_per_a": [[-0.78, 1.90, 0.67], [0.97, -1.85, 0.75], [-0.26, -0.43, -0.05], [0.77, -0.18, 0.44], [0.17, 0.08, -1.15], [-0.04, -0.27, -0.55], [0.17, 0.93, 0.52], [-0.98, -0.03, -0.95], [-2.60, 1.41, -0.59], [2.24, -0.90, -0.79], [-0.28, -0.20, 0.50], [0.82, 0.12, 0.54], [0.75, -0.80, 0.12], [-0.36, 0.24, -0.10], [-0.64, -0.13, 0.24], [0.06, 0.10, 0.41]], "smiles": "CC.CC", "energy_ev": -4341.705, "e_above_lowest_kcal_mol": 18.99, "e_homo_ha": -0.4130, "orbital_gap_ev": 12.37, "molar_mass_g_mol": 60.14, "e_lumo_ev": 1.1}

***

# 7
{"formula": "C4H12", "method": "wB97M-V/def2-TZVPD", "species": ["C", "C", "H", "H", "H", "H", "H", "H", "C", "C", "H", "H", "H", "H", "H", "H"], "coordinates": [[0.3477, -0.6840, -1.5079], [1.5384, -1.6291, -1.8363], [0.0314, 0.0360, -2.2695], [-0.6579, -1.1422, -1.1218], [0.7113, -0.2232, -0.5788], [2.1980, -1.0252, -2.5005], [2.0586, -2.0714, -1.0929], [1.3209, -2.3921, -2.6015], [-0.1931, 1.3869, 1.5031], [-1.7050, 0.8969, 1.8938], [0.2392, 2.0746, 2.2578], [0.5345, 0.4621, 1.3793], [-0.2070, 1.8416, 0.5338], [-2.2504, 1.8292, 1.8209], [-1.8464, 0.3628, 2.8440], [-2.0601, 0.4231, 1.0127]], "atomic_forces_ev_per_a": [[-1.08, -1.34, 2.24], [-2.11, 1.85, -5.24], [0.63, -0.15, 0.10], [1.86, 0.14, -0.92], [-0.38, 0.77, -0.56], [0.20, -0.07, 0.99], [1.40, -1.04, 2.72], [-0.52, -0.20, 0.55], [0.14, -2.86, 1.47], [2.41, 1.90, -0.79], [-0.30, -0.42, -0.48], [-1.43, 1.83, 0.53], [-0.15, 0.46, -0.45], [-0.47, 0.24, 0.82], [0.18, 0.22, -0.57], [-0.38, -1.32, -0.41]], "smiles": "CC.CC", "energy_ev": -4341.378, "e_above_lowest_kcal_mol": 26.54, "e_homo_ha": -0.4081, "orbital_gap_ev": 12.24, "molar_mass_g_mol": 60.14, "e_lumo_ev": 1.1}

***

# 8
{"formula": "C4H12", "method": "wB97M-V/def2-TZVPD", "species": ["C", "C", "H", "H", "H", "H", "H", "H", "C", "C", "H", "H", "H", "H", "H", "H"], "coordinates": [[0.3487, 1.5638, -0.9205], [1.7452, 1.5457, -1.7496], [0.2744, 0.6607, -0.3068], [0.4136, 2.3742, -0.1964], [-0.5041, 1.7477, -1.5787], [2.0106, 0.5503, -2.0637], [2.5143, 2.0723, -1.1941], [1.4320, 2.0544, -2.6938], [-0.4968, -2.1014, 1.0860], [-1.5974, -1.0609, 1.5723], [0.4738, -1.6735, 1.2921], [-0.6214, -3.1079, 1.5140], [-0.6472, -2.1638, 0.0147], [-1.0994, -0.1718, 1.9583], [-1.9691, -1.5869, 2.4638], [-2.2772, -0.7028, 0.8025]], "atomic_forces_ev_per_a": [[2.06, -0.11, -0.07], [-3.08, 0.74, -0.33], [-0.40, -0.01, -0.36], [-0.18, 0.21, -0.09], [0.11, -0.38, 0.22], [0.33, -0.38, 0.27], [0.16, -0.12, -0.27], [1.00, 0.03, 0.64], [-1.33, 1.11, -0.51], [1.73, -1.14, 1.07], [0.38, -0.33, 0.01], [0.10, 0.54, -0.04], [0.49, -0.36, -0.30], [0.05, 0.07, -0.03], [-1.06, 0.74, -0.45], [-0.36, -0.60, 0.24]], "smiles": "CC.CC", "energy_ev": -4341.800, "e_above_lowest_kcal_mol": 16.79, "e_homo_ha": -0.4234, "orbital_gap_ev": 12.63, "molar_mass_g_mol": 60.14, "e_lumo_ev": 1.1}